This record from the OMol25 dataset describes C22H28N2O4S in the gas phase. The level of theory is ωB97M-V with the def2-TZVPD basis set.

Properties
Energy relative to the best compared isomer or geometry (same formula, charge and spin) ... 1.284 eV
HOMO-LUMO gap ... 9.244 eV
Calculated total energy ... -45273.7320 eV
SMILES ... Cc1ccc(S(=O)(=O)N(CC(=O)N2CCOCC2)c2ccc(C(C)C)cc2)cc1
Spin multiplicity ... 1
Max |F| ... 1.0 eV/A
LUMO energy ... 0.536 eV

Last column: Mulliken charge in e.
CARTESIAN COORDINATES (ANGSTROEM)
C: -3.8501 -3.7007 0.6229  -1.579
C: -2.5251 -3.0535 0.3658  1.103
C: -1.7774 -3.3906 -0.7581  -0.920
C: -0.5518 -2.7933 -0.9952  -0.314
C: -0.0747 -1.8577 -0.0990  -0.578
C: -0.7856 -1.5259 1.0387  -0.296
C: -2.0116 -2.1224 1.2646  -0.851
H: -2.5810 -1.8624 2.1445  0.432
H: -0.3701 -0.8042 1.7238  0.515
S: 1.4791 -1.0422 -0.4186  2.003
O: 2.2642 -1.8178 -1.3396  -0.819
O: 2.1002 -0.7201 0.8373  -0.683
N: 1.0352 0.3579 -1.2486  0.451
C: -0.1930 0.9279 -0.8346  -0.896
C: -0.2909 1.9450 0.1046  -0.324
C: -1.5396 2.3867 0.5061  -1.299
C: -2.7054 1.8294 -0.0020  1.160
C: -2.5920 0.8361 -0.9685  -0.148
C: -1.3535 0.3964 -1.3895  -0.610
H: -1.2720 -0.3673 -2.1477  0.623
H: -3.4780 0.3967 -1.4016  0.346
C: -4.0558 2.2786 0.4992  0.099
C: -4.7539 1.1271 1.2274  -1.371
H: -4.9320 0.2962 0.5490  0.253
H: -4.1359 0.7726 2.0495  0.297
H: -5.7095 1.4577 1.6285  0.477
C: -4.9268 2.8101 -0.6402  -1.524
H: -4.4135 3.6123 -1.1652  0.366
H: -5.8642 3.1976 -0.2470  0.466
H: -5.1551 2.0235 -1.3547  0.281
H: -3.9007 3.0920 1.2164  0.423
H: -1.6040 3.1727 1.2452  0.317
H: 0.6054 2.3786 0.5209  0.607
C: 2.1678 1.2102 -1.5737  -1.369
C: 3.0745 1.5643 -0.3861  1.198
O: 2.7158 2.4207 0.4078  -0.746
N: 4.2938 1.0004 -0.3025  0.025
C: 4.8540 -0.0977 -1.0613  -0.628
H: 4.1591 -0.4742 -1.8067  0.356
C: 5.1949 -1.2645 -0.1204  -0.446
O: 6.0321 -0.8644 0.9382  -0.456
C: 5.4074 0.1535 1.6890  -0.422
H: 6.0864 0.3972 2.5077  0.397
C: 5.1526 1.3771 0.8094  -0.773
H: 4.6539 2.1657 1.3723  0.397
H: 6.1026 1.7452 0.4057  0.332
H: 4.4480 -0.2055 2.0868  0.212
H: 5.7336 -2.0386 -0.6689  0.399
H: 4.2566 -1.6766 0.2716  0.201
H: 5.7701 0.2593 -1.5496  0.403
H: 2.7172 0.7130 -2.3748  0.417
H: 1.7656 2.1543 -1.9523  0.502
H: 0.0446 -3.0360 -1.8605  0.519
H: -2.1613 -4.1217 -1.4544  0.401
H: -4.5265 -3.0117 1.1229  0.357
H: -4.3059 -4.0389 -0.3041  0.395
H: -3.7177 -4.5681 1.2697  0.322

Atoms 1-6, force components in eV/Å:
0.029 -0.051 0.036
0.041 0.054 -0.055
0.044 0.080 0.041
0.145 -0.036 -0.108
0.544 0.222 -0.072
0.031 -0.019 0.208